Density functional theory data (the ωB97M-V functional and the def2-TZVPD basis) for the molecule C4H7NO.

energy relative to the best compared isomer or geometry (same formula, charge and spin)	1.687	eV
frontier orbital gap	10.910	eV
spin multiplicity	1
HOMO level	-9.93	eV

Atoms and positions in Å:
C -1.698973 -0.262919 0.510935
C -0.307411 -0.468291 -0.028391
C 0.240407 0.155901 -1.275136
N 0.597190 0.660386 0.026679
C 1.858555 0.536539 0.587879
O 2.905723 0.669109 0.004256
H -1.640402 -0.034634 1.580244
H -2.300531 -1.168177 0.391344
H -2.204230 0.569608 0.013517
H 0.142840 -1.433274 0.212480
H 1.010290 -0.381576 -1.825719
H -0.388181 0.811283 -1.875779
H 1.784729 0.346040 1.677692

Cartesian forces, eV/Å:
C -0.036 -0.004 -0.041
C -0.109 -0.193 0.142
C 0.044 0.018 -0.249
N 0.162 0.104 0.144
C 0.143 0.003 -0.134
O -0.337 -0.016 0.163
H -0.048 -0.050 -0.132
H 0.033 0.123 -0.053
H 0.091 -0.088 0.053
H -0.046 0.145 0.022
H -0.108 0.068 0.101
H 0.076 -0.129 0.159
H 0.135 0.019 -0.176